2 unconnected molecules or ions with the total composition C23H33N5O3S, computed with wB97M-V/def2-TZVPD.

```
65
Properties=species:S:1:pos:R:3:forces:R:3
H -0.2726 0.2420 -2.4498 0.0 -0.2 -0.1
N 4.4252 0.8283 1.8326 0.0 0.1 -0.2
C 0.7076 -0.9497 -3.9996 0.1 -0.4 0.5
H -1.1339 -0.9566 3.2885 -0.1 0.2 -0.1
H -6.3630 1.2484 1.6247 0.0 0.0 -0.2
C -0.5040 0.3533 1.6916 -1.6 0.4 -0.3
H 1.9194 -0.0908 -1.0314 -0.2 -0.3 -0.4
H 5.7651 -0.4665 0.8773 0.0 0.0 0.3
H -3.7878 3.4288 3.2166 -0.2 0.0 -0.1
H -5.1871 0.6667 0.4098 -0.1 0.2 0.1
O 0.4638 -2.1630 -0.6593 -0.5 0.2 -0.4
H 3.5399 -0.7895 -2.9003 0.0 0.3 0.0
H -3.0976 -3.0390 -1.6328 0.1 -0.1 0.1
C 3.1588 4.2587 1.9362 0.0 0.1 0.0
H 1.0055 -1.1969 1.7784 0.2 0.1 -0.1
H 2.6201 -0.8097 -5.0619 -0.1 0.1 0.1
H -0.6294 -4.7810 -2.0765 -0.1 0.0 -0.1
N -1.2984 -2.1430 -2.1093 -0.6 -0.5 0.1
C 0.8631 -0.1188 1.7260 0.8 0.2 0.3
H 1.7955 0.7423 -4.8113 0.1 -0.2 0.1
H -4.9882 3.9658 2.0040 0.1 0.1 0.1
H -1.7791 -3.3131 -0.4733 -0.1 0.0 -0.1
H -2.3284 -5.9265 -0.6219 0.0 0.0 -0.1
S 5.8024 3.1791 1.7134 -0.5 -0.8 0.0
H -3.4456 0.0201 3.4380 0.3 0.1 -0.3
H 3.2342 0.9637 -2.9505 -0.1 -0.2 -0.1
C -3.1289 1.3844 1.7867 1.0 -0.4 -0.1
C -2.4998 -5.7736 -1.6913 0.0 -0.1 0.0
C 5.6944 0.1187 1.8001 0.4 0.0 0.0
C -2.7262 0.3668 2.6888 -0.5 0.7 -0.6
H -1.6771 -1.6970 -2.9367 0.2 -0.2 0.3
C -0.1077 -1.7144 -1.6450 0.3 -0.1 -0.2
H 6.4732 0.8829 1.8254 -0.1 -0.4 0.0
C -2.2247 1.8174 0.7865 -0.5 -0.2 0.6
H -0.1381 -0.6463 -4.6228 0.2 -0.1 0.0
C -0.9396 1.3141 0.7498 0.4 -0.4 0.2
H 5.7711 -0.5379 2.6718 0.0 0.0 -0.3
N 1.7356 -0.2113 -2.0175 0.4 0.7 0.5
C 2.0175 -0.2319 -4.3574 -0.1 0.5 0.2
H -5.7975 2.3467 0.3438 -0.1 -0.1 -0.1
O 0.9165 2.7512 2.1938 1.6 -0.8 -0.3
H -3.5735 -5.6424 -1.8529 0.1 0.0 0.0
H 3.7086 4.6523 1.0751 -0.3 0.0 0.2
C -4.6824 3.1358 2.6574 0.2 -0.4 -0.1
C 1.9451 2.1137 1.9548 -1.2 1.3 0.1
C -2.0310 -3.2717 -1.5373 0.0 0.3 0.0
C 0.4701 -0.5854 -2.5047 -0.5 0.1 0.1
C 4.4323 2.2164 1.7929 -0.5 -0.2 0.0
C -5.4953 1.5277 1.0117 0.4 0.0 0.2
O 3.4253 -1.2279 1.7964 -0.1 1.8 0.0
H -0.2415 1.6588 -0.0151 -0.1 0.0 0.3
H -1.8605 -4.4845 -3.2996 0.0 0.0 0.1
C 1.9843 0.6585 1.7612 -0.8 -0.2 0.1
H -5.5017 2.9348 3.3607 0.1 0.2 0.0
C -1.4535 -0.1642 2.6064 1.0 0.0 -0.2
C -1.7012 -4.5955 -2.2196 0.3 0.2 -0.1
H 2.1257 4.5941 1.9494 0.1 -0.1 0.0
H -2.5501 2.5912 0.0829 0.1 -0.3 0.2
N 3.1749 2.7949 1.8545 0.2 0.2 0.1
H 0.8390 -2.0386 -4.1023 -0.1 0.3 0.1
C 3.2846 -0.0023 1.7950 0.8 -1.5 0.1
C 2.7485 -0.0235 -3.0027 0.7 -0.5 -0.6
N -4.4087 1.9471 1.8741 -0.8 0.1 0.2
H 3.6960 4.5676 2.8408 -0.3 0.0 -0.2
H -2.1891 -6.6796 -2.2143 -0.1 0.0 0.1
```
Forces are in eV/Å.

Properties
- LUMO: -0.990 eV
- HOMO energy: -0.298 Ha
- Relative energy (zero: lowest compared OMol25 entry of this formula, charge and spin): 1.853 eV
- Spin multiplicity: 1
- Energy: -1793.9142 Eh
- Gap between HOMO and LUMO: 7.119 eV
- SMILES: CN1C(=O)C(=Cc2ccc(N(C)C)cc2)C(=O)N(C)C1=S.CCCNC(=O)[C@@H]1CCCN1


A molecular structure, C23H33O22Pd, computed with wB97M-V/def2-TZVPD.

```
79
Properties=species:S:1:pos:R:3:forces:R:3
C -0.1256 -0.9688 -0.2964 -0.6 -0.6 -0.4
O 8.1942 -8.2735 -0.0486 -4.4 2.8 1.5
O 7.6268 0.3119 -0.5286 -1.0 -0.9 -2.8
H -8.4193 -0.4555 4.8586 1.0 1.1 0.1
C 1.2355 -6.7267 -8.1452 0.9 0.1 -1.0
C 1.6849 7.4340 -1.5815 -0.2 -0.7 -0.1
O 1.8954 -5.8777 -6.0851 -0.8 0.1 0.2
H 7.3373 3.2069 0.6529 0.0 0.0 0.1
H 5.3796 -5.5128 -0.6855 -0.5 -0.5 -0.4
O 7.0455 0.8589 -2.7414 0.2 0.9 4.0
C 7.0958 1.1372 -1.5416 -0.2 -1.5 -1.9
Pd -4.7418 -5.1575 -2.2815 0.2 0.1 -0.1
H 3.2509 -7.0259 -7.1803 -0.3 0.0 0.2
H -1.9072 -0.1272 0.5473 -0.4 0.3 0.0
O 2.4138 7.5271 -0.3756 2.0 2.7 -1.2
H -0.4230 1.0033 5.2813 -0.2 -0.6 -0.1
O 2.5029 6.6004 1.6388 0.3 -0.5 -0.6
H -9.6386 -2.1091 4.4350 -0.2 0.0 -0.3
O 3.2479 -0.4590 5.6515 -6.2 3.7 1.7
H 8.9395 1.3658 0.5139 0.0 0.5 0.1
O -10.3201 -0.9779 2.8162 -2.6 0.6 0.0
O -10.7388 1.1102 1.9644 1.4 -2.3 2.3
O 7.2150 -6.7568 1.3438 0.8 0.1 0.3
C 0.8425 1.9653 6.7023 -0.9 -0.6 -1.2
C 7.8859 1.0902 0.5585 0.4 1.9 2.0
H 1.0163 -5.9360 -8.8627 0.4 -0.5 -0.7
O -5.7852 5.5634 -0.8728 0.0 -0.2 -0.3
C -6.3342 5.2812 -2.1585 1.2 -0.1 -0.8
C -10.0745 0.3202 2.6389 -1.2 2.3 -3.1
C -8.3374 -0.5436 3.7752 1.0 1.2 1.7
H 1.0001 8.2723 -1.7098 1.0 0.5 -0.3
C 6.1083 -5.8986 1.2981 -0.9 0.6 0.3
H 4.2209 -6.4896 0.3682 0.2 -0.5 -0.7
C 2.1709 0.2051 5.9558 4.2 -1.4 -0.9
O 6.0439 -7.4927 -0.3390 -1.8 0.3 -1.1
H -6.3287 6.1726 -2.7859 0.6 0.2 0.1
H 0.4775 2.8690 6.2142 0.2 0.0 0.1
C -9.3043 -1.5902 3.5367 -0.3 -2.7 -2.1
H 5.6077 -6.0710 2.2508 -0.3 0.5 -0.1
C -6.8211 5.9329 -0.0589 0.3 0.1 -0.3
H 7.6902 0.7166 1.5636 0.1 -1.2 -0.4
C 2.1427 6.5946 0.4976 -0.6 0.7 1.7
O 0.9431 -0.3032 6.2290 0.7 -0.1 -0.7
O -8.8564 0.6062 3.1055 0.8 0.2 0.7
H 0.4368 -0.2394 0.2865 0.4 -0.3 -0.3
C -7.7348 4.9576 -1.9182 -1.5 -0.9 0.4
O 2.0969 1.6042 6.0626 0.2 -1.6 0.7
H -8.0168 3.9208 -1.7350 0.4 -0.2 -0.2
H 2.7916 -5.4751 -7.9434 0.8 0.4 0.9
C 7.2067 -7.5555 0.3050 4.4 -3.2 -1.9
O 0.1512 -6.6617 -7.2971 -0.7 0.4 3.7
C -1.5323 -0.4574 -0.4215 -0.6 -1.2 -0.2
C 5.2463 -6.3114 0.0444 2.8 -0.1 1.8
O -7.9940 5.6255 -0.6944 -0.4 1.1 0.9
H 2.2661 7.0952 -2.4390 0.7 1.2 0.1
C 2.4493 -6.3004 -7.3190 0.1 0.4 -1.4
C 0.8140 6.2745 -1.3041 -1.7 -1.3 0.2
C 0.5772 -6.1215 -6.0733 -3.3 -0.1 2.9
H -5.8627 4.4560 -2.6922 0.6 0.2 0.3
C -0.0431 0.7624 6.2742 1.3 0.5 0.6
O -6.6610 6.4564 0.9999 -0.6 -0.6 -0.7
H -0.1600 -1.9568 0.1626 0.3 0.2 0.4
O 6.6092 2.2469 -0.9544 -0.6 -0.2 -0.8
H -8.9097 -2.2629 2.7752 0.1 -0.9 0.6
H 0.2051 -1.1481 -1.3194 0.7 0.3 0.2
H 0.8471 2.1252 7.7805 0.8 -0.2 0.0
O 1.2585 5.7817 -0.0315 -1.6 -2.0 -0.8
H -0.8093 0.4279 6.9736 0.0 0.3 -0.2
C 6.8817 2.2411 0.4343 1.8 0.7 0.4
H 6.0746 2.1029 1.1538 -0.7 -0.1 -0.9
H -7.3382 -0.8167 3.4358 0.0 0.5 0.1
H 1.4021 -7.7159 -8.5718 -0.5 0.1 -0.2
H -8.2923 5.2834 -2.7963 -0.6 0.4 0.5
H -1.5147 0.3854 -1.1127 -0.5 0.3 -0.1
H -0.2207 6.6163 -1.2779 -0.2 -0.4 0.6
H 0.8352 5.5057 -2.0765 0.3 -0.3 0.3
H 6.5031 -4.8887 1.1868 -0.3 0.1 0.3
O -0.1849 -5.9300 -5.0705 3.2 -0.7 -4.6
O -2.4374 -1.4194 -0.9466 0.7 1.0 0.4
```
Forces are in eV/Å.

Properties
- Charge: +1
- LUMO (alpha / beta): -7.290 / -8.656 eV
- <S²>: 2.0048
- HOMO energy (alpha / beta): -0.426 / -0.426 Ha
- Relative energy (zero: lowest compared OMol25 entry of this formula, charge and spin): 7.427 eV
- Spin multiplicity: 3
- Energy: -2678.8022 Eh
- Gap between HOMO and LUMO (alpha / beta): 4.307 / 2.941 eV


A molecular structure, C23H34ClFNO6S2SiV, computed with wB97M-V/def2-TZVPD.

```
70
Properties=species:S:1:pos:R:3:forces:R:3
H 1.1272 4.5966 3.6459 0.0 0.0 0.0
H 1.5565 -3.4305 2.4865 0.0 -0.1 0.0
H 0.9226 -2.3284 -3.4883 0.0 0.0 -0.1
C 0.8768 0.4226 4.3917 0.0 0.0 -0.1
Si 1.2835 0.0491 -3.2110 -0.1 0.0 0.3
H -4.2518 -0.0453 -0.5166 0.0 0.0 0.0
C -0.7164 4.6403 -1.7273 -0.1 0.0 -0.1
C 1.2375 1.6031 -4.2168 0.0 0.3 -0.2
H 1.9571 -1.7078 -4.7893 0.0 0.0 0.0
H -1.2764 2.5695 -2.0158 0.0 0.0 0.0
C 3.5916 0.3779 3.6014 0.0 0.0 -0.3
C -4.1357 0.0573 -2.6826 0.0 0.0 0.0
N 0.0497 0.1493 -1.9564 -0.5 0.0 -0.4
H 3.2068 0.8501 -1.8917 0.0 -0.1 0.0
C 1.6702 -3.2582 1.4174 0.2 -0.1 0.1
O 0.2505 0.7696 2.1496 0.0 -0.4 -0.1
S 0.1782 2.5355 -0.1979 1.0 0.3 -0.5
H 0.6350 5.9511 2.6286 0.0 0.0 0.0
C 1.8770 0.3235 5.2956 0.2 0.0 0.1
H 1.6475 0.2307 6.3501 0.0 0.0 0.0
C 0.1190 3.6266 1.2582 -0.1 -0.1 0.0
H -1.2185 0.1708 -4.4079 0.0 0.0 0.0
Cl 4.4777 0.2613 6.1408 -0.1 0.0 -0.1
C 1.0613 -1.5050 -4.1955 -0.1 -0.3 -0.2
H 1.7846 4.8429 0.6470 0.0 0.0 0.0
H 0.2046 -1.4985 -4.8716 0.0 0.0 0.0
H -0.1628 0.4153 4.6915 0.0 0.0 0.0
H 2.3924 -2.4659 1.2368 0.0 0.0 0.0
C -2.2638 0.0373 -1.2458 0.2 0.0 0.1
C 1.1580 0.5386 2.9806 0.2 0.2 0.0
H 4.6325 0.3516 3.3007 0.0 0.0 0.0
O 0.3894 -2.0400 -0.4980 0.3 -0.6 0.2
H -0.6629 4.3685 1.0906 0.1 0.0 0.0
H 0.2785 4.5652 -2.1670 0.0 0.0 0.0
H 3.0437 -0.9210 -1.7729 0.1 0.0 0.0
H -5.2044 0.0417 -2.8440 0.0 0.0 0.0
O 2.0228 0.1618 0.3580 4.6 0.6 0.8
H 0.2956 1.7571 -4.7472 0.0 0.0 0.0
C -1.8746 0.1321 -3.5495 0.0 0.0 -0.1
H -2.7216 5.2338 -2.3392 0.0 0.0 0.0
H 2.2230 3.4993 1.6686 0.0 0.0 0.0
H 1.9677 -4.1737 0.9101 0.0 0.1 0.0
O -0.4383 -1.7609 1.7054 0.3 -0.1 -0.2
C -3.2487 0.1107 -3.7490 0.0 0.0 0.0
C 1.4688 4.2752 1.5215 0.0 0.0 0.1
H -1.4258 6.0977 -3.1684 0.0 0.0 0.0
C 2.9678 -0.0617 -2.4432 0.2 0.0 0.2
H -2.0196 3.2924 -0.5790 0.0 0.0 0.0
H -3.6296 0.1320 -4.7623 0.0 0.0 0.0
F -1.7496 -0.0012 0.0590 -0.1 0.0 -0.3
C 1.3890 5.1705 2.7540 0.0 0.0 0.0
H 3.9408 0.2246 0.9644 0.1 0.0 0.0
C -1.1170 3.2717 -1.1971 0.0 0.1 0.0
H 3.7021 -0.1930 -3.2436 0.0 0.0 0.0
C -1.3092 0.1008 -2.2637 0.3 0.1 0.0
O 1.4771 2.8027 -0.9070 -0.5 0.0 0.3
O -0.6612 -3.9743 0.5944 -0.1 0.0 0.0
V 0.3808 -0.1156 -0.0643 -4.7 -0.2 0.2
C 2.5608 0.4280 2.6013 0.0 0.0 0.6
C -3.6203 0.0142 -1.3933 -0.2 0.0 0.0
C 3.2570 0.3314 4.8997 -0.2 0.0 0.4
H -0.1774 2.9844 2.0863 0.0 0.0 0.0
H 2.3460 5.6591 2.9402 0.0 0.0 0.0
H 2.0456 1.6168 -4.9547 0.0 0.0 0.0
H 1.3899 2.4366 -3.5242 0.0 0.0 -0.1
S 0.0944 -2.7791 0.7987 -0.3 0.1 -0.2
H -1.7902 4.4255 -3.6010 0.0 0.0 0.0
H -0.6476 5.3634 -0.9106 0.0 0.0 0.0
C -1.7221 5.1278 -2.7672 0.0 0.0 0.0
C 2.9000 0.2896 1.2793 -0.4 -0.1 -0.4
```
Forces are in eV/Å.

Properties
- LUMO (alpha / beta): -0.758 / -1.025 eV
- <S²>: 2.0187
- HOMO energy (alpha / beta): -0.284 / -0.293 Ha
- Relative energy (zero: lowest compared OMol25 entry of this formula, charge and spin): 1.704 eV
- Spin multiplicity: 3
- Energy: -3993.0354 Eh
- Gap between HOMO and LUMO (alpha / beta): 6.968 / 6.955 eV